1.
This record from OMol25 describes a 2-piece molecular cluster, C6H18N3 overall at a distorted geometry. The level of theory is ωB97M-V/def2-TZVPD.

Cartesian coordinates (Å):
C1 0.525 1.696 -0.910
C2 0.601 3.114 -1.454
C3 -0.056 0.791 -1.981
C4 1.911 1.187 -0.546
H1 -0.130 1.643 -0.036
H2 -0.385 3.514 -1.710
H3 1.202 3.182 -2.361
H4 0.703 0.749 -2.770
H5 -0.055 -0.244 -1.615
H6 -0.994 1.071 -2.450
H7 2.405 1.878 0.140
H8 1.881 0.189 -0.121
H9 2.562 1.154 -1.419
H10 0.985 3.809 -0.702
C5 1.027 -2.380 1.434
C6 -1.058 -1.141 0.941
N1 0.115 -1.252 1.532
N2 -1.480 -2.096 0.111
N3 -1.868 -0.123 1.227
H11 0.483 -0.454 2.020
H12 -0.921 -2.896 -0.131
H13 -2.473 -2.267 0.042
H14 -1.469 0.693 1.671
H15 -2.518 0.155 0.504
H16 1.558 -2.376 0.482
H17 0.523 -3.343 1.527
H18 1.775 -2.297 2.217

The HOMO-LUMO gap is 11.5 eV. The relative energy (zero: lowest compared OMol25 entry of this formula, charge and spin) comes out at 6.32 kcal/mol. Its LUMO energy is -2.94 eV. Its net charge is +1. As for the strongest force on any atom: 1.388 eV/Å.

Results of the natural (NBO) charge analysis, in e, for atoms 1 through 2: -0.212, -0.610


2.
This record from OMol25 describes C25H27GeMnN4O6S as an isolated structure. The level of theory is ωB97M-V/def2-TZVPD.

Cartesian coordinates (Å):
Mn1 1.223 0.584 0.029
O1 0.757 2.678 0.761
S1 1.398 2.988 -0.546
O2 1.530 4.356 -0.905
O3 2.588 2.117 -0.653
O4 0.400 2.224 -1.564
C1 -1.682 4.500 -1.415
Ge1 -1.470 2.603 -1.490
C2 -1.993 1.708 -3.100
C3 -1.247 1.856 -4.271
C4 -1.616 1.178 -5.424
C5 -2.733 0.351 -5.416
C6 -3.483 0.200 -4.258
C7 -3.111 0.874 -3.102
C8 -2.052 1.687 0.108
C9 -2.725 2.414 1.053
C10 -3.092 1.856 2.301
C11 -2.760 0.569 2.591
C12 -2.070 -0.230 1.643
C13 -1.749 -1.580 1.925
C14 -1.113 -2.368 1.008
C15 -0.772 -1.829 -0.246
C16 -1.040 -0.516 -0.545
C17 -1.716 0.325 0.388
H1 -2.743 4.734 -1.322
H2 -1.302 4.931 -2.340
H3 -1.128 4.916 -0.575
H4 -0.373 2.498 -4.288
H5 -1.038 1.299 -6.331
H6 -3.021 -0.176 -6.317
H7 -4.355 -0.440 -4.255
H8 -3.699 0.744 -2.198
H9 -2.976 3.451 0.861
H10 -3.623 2.461 3.024
H11 -3.025 0.131 3.547
H12 -2.030 -1.985 2.890
H13 -0.883 -3.400 1.236
H14 -0.309 -2.464 -0.992
H15 -0.879 -0.159 -1.559
N1 3.967 -5.197 1.146
C18 3.257 -4.060 1.294
O5 2.836 -3.665 2.370
C19 2.959 -3.282 0.045
C20 2.652 -3.843 -1.185
C21 2.280 -3.008 -2.231
C22 2.177 -1.651 -1.989
N2 2.466 -1.104 -0.799
C23 2.875 -1.911 0.179
H16 4.173 -5.744 1.966
H17 4.404 -5.445 0.277
H18 2.680 -4.917 -1.324
H19 2.039 -3.403 -3.208
H20 1.851 -0.967 -2.765
H21 3.112 -1.449 1.125
C24 1.410 1.461 5.026
N3 1.266 1.129 3.622
C25 1.392 -0.092 3.089
N4 1.681 -1.151 3.868
O6 1.221 -0.270 1.858
H22 1.551 2.534 5.114
H23 2.296 0.988 5.449
H24 0.534 1.173 5.611
H25 0.959 1.839 2.970
H26 1.931 -1.037 4.834
H27 1.942 -2.014 3.401

The HOMO-LUMO gap (spin up / spin down) is 8.4 / 8.5 eV. As for the expectation value of S²: 8.75. The relative energy (zero: lowest compared OMol25 entry of this formula, charge and spin) comes out at 0.00 kcal/mol. Its LUMO energy (spin up / spin down) is -2.83 / -2.88 eV. Its net charge is +1. Its spin multiplicity is 6. As for the strongest force on any atom: 0.786 eV/Å.

Results of the natural (NBO) charge analysis, in e, for atoms 1 through 2: 1.545, -1.040


3.
This record from OMol25 describes a 2-piece molecular cluster, C5H14 overall. The level of theory is ωB97M-V/def2-TZVPD.

Cartesian coordinates (Å):
C1 -0.360 -0.940 -1.079
C2 -1.693 -1.199 -1.805
C3 -0.228 -1.774 0.183
H1 0.447 -1.206 -1.767
H2 -0.274 0.122 -0.854
H3 -1.730 -2.241 -2.114
H4 -0.424 -2.823 -0.033
H5 0.783 -1.706 0.590
H6 -0.895 -1.420 0.967
H7 -2.519 -1.008 -1.122
H8 -1.763 -0.575 -2.694
C4 1.378 1.997 0.528
C5 0.797 1.717 1.914
H9 2.141 2.773 0.563
H10 1.787 1.081 0.105
H11 0.597 2.337 -0.157
H12 1.596 1.449 2.605
H13 0.124 0.860 1.851
H14 0.237 2.557 2.320

The SMILES is CCC.CC. The HOMO-LUMO gap is 12.7 eV. The relative energy (zero: lowest compared OMol25 entry of this formula, charge and spin) comes out at 0.37 kcal/mol. Its LUMO energy is 1.14 eV. Its net charge is 0. As for the strongest force on any atom: 0.764 eV/Å.

Results of the natural (NBO) charge analysis, in e, for atoms 1 through 2: -0.393, -0.601


4.
This record from OMol25 describes C22H24NO5Os as an isolated structure at a distorted geometry. The level of theory is ωB97M-V/def2-TZVPD.

Cartesian coordinates (Å):
Os1 -0.523 0.934 -0.302
C1 1.511 0.841 0.840
C2 1.881 -0.046 -0.218
C3 1.691 0.628 -1.442
H1 2.250 -1.063 -0.105
C4 1.193 1.944 -1.170
C5 1.153 2.098 0.267
H2 0.946 3.006 0.821
H3 1.575 0.645 1.910
H4 1.949 0.241 -2.425
H5 1.010 2.720 -1.904
C6 -2.546 0.841 0.341
C7 -1.943 2.068 0.738
C8 -1.541 2.754 -0.445
H6 -1.816 2.426 1.752
C9 -1.886 1.941 -1.563
C10 -2.503 0.759 -1.068
H7 -2.866 -0.077 -1.652
H8 -2.975 0.097 0.999
H9 -1.055 3.719 -0.493
H10 -1.707 2.194 -2.600
O1 -0.498 -0.532 -2.806
C11 -0.585 -0.185 -4.227
C12 0.102 -1.510 -4.653
C13 0.195 1.064 -4.557
C14 -2.034 -0.114 -4.661
C15 0.077 -1.834 -3.163
H11 1.111 -1.380 -5.055
H12 -0.528 -2.163 -5.261
H13 -0.621 -2.637 -2.890
H14 1.071 -1.950 -2.710
H15 0.127 1.252 -5.635
H16 1.247 0.947 -4.282
H17 -0.225 1.928 -4.028
H18 -2.096 -0.264 -5.745
H19 -2.445 0.870 -4.419
H20 -2.621 -0.890 -4.157
O2 -1.949 -0.584 2.786
C16 -0.824 -0.989 2.423
O3 -0.427 -1.206 1.222
C17 0.150 -1.184 3.574
C18 0.597 -0.048 4.277
C19 1.384 -0.191 5.413
C20 1.698 -1.487 5.871
C21 1.290 -2.628 5.153
C22 0.535 -2.466 3.989
N1 2.353 -1.664 7.126
O4 2.699 -0.658 7.786
O5 2.540 -2.839 7.523
H21 0.314 0.947 3.929
H22 1.764 0.666 5.963
H23 1.569 -3.608 5.534
H24 0.236 -3.337 3.401

The HOMO-LUMO gap (spin up / spin down) is 2.6 / 4.9 eV. As for the expectation value of S²: 6.04. Its LUMO energy (spin up / spin down) is 1.61 / 0.48 eV. Its net charge is -1. Its spin multiplicity is 5. As for the strongest force on any atom: 6.203 eV/Å.

Results of the natural (NBO) charge analysis, in e, for atoms 1 through 2: 0.988, -0.257


5.
This record from OMol25 describes C3H11CdN3O6PS2 as an isolated structure at a distorted geometry. The level of theory is ωB97M-V/def2-TZVPD.

Cartesian coordinates (Å):
N1 -2.450 1.379 1.456
C1 -1.104 1.321 2.029
C2 -0.481 -0.045 1.715
O1 -0.610 -0.911 2.850
C3 1.023 0.042 1.437
S1 1.567 -0.811 -0.019
O2 0.652 -1.875 -0.298
O3 2.930 -1.359 0.346
N2 1.925 0.137 -1.222
S2 0.684 0.949 -1.887
O4 -0.346 1.297 -0.930
O5 1.216 1.989 -2.708
P1 -0.306 -0.394 -3.446
N3 0.070 -1.990 -3.186
O6 -1.837 -0.343 -3.001
H1 -2.946 2.169 1.848
H2 -2.376 1.562 0.463
H3 -1.184 1.415 3.107
H4 -0.463 2.107 1.620
H5 -1.020 -0.503 0.892
H6 -1.315 -1.536 2.690
H7 1.520 -0.490 2.247
H8 1.398 1.062 1.431
H9 1.046 -2.066 -2.912
H10 -0.498 -2.404 -2.448
H11 -2.055 0.486 -2.546
Cd1 4.962 -1.188 0.471

The HOMO-LUMO gap is 2.4 eV. Its LUMO energy is -8.73 eV. Its net charge is +1. As for the strongest force on any atom: 1.191 eV/Å.

Results of the natural (NBO) charge analysis, in e, for atoms 1 through 2: -0.827, -0.239


What is the strongest force on any atom in the third record? 0.764 eV/Å


Which of these has the lowest strongest force on any atom? C5H14


Which value of net charge does entry 1 give? +1